Entry from OMol25: a molecular structure, C31H26BN5O2PdSTe (ωB97M-V/def2-TZVPD).

- 2S+1 = 3
- DFT total energy (a.u.) = -2440.21019

Structure (XYZ):
```
68
Properties=species:S:1:pos:R:3:forces:R:3:lowdin_spin:R:1
Pd -1.72765 0.22775 1.44593 0.267 -0.314 0.103 0.82
Te -0.72220 0.87410 3.84707 0.203 -0.125 -0.307 0.45
C -2.41629 0.57574 5.04557 -0.083 0.119 -0.009 0.04
C -2.88986 1.60410 5.85493 -0.001 -0.012 -0.017 0.02
C -4.00711 1.40601 6.65213 -0.028 0.025 0.041 0.00
C -4.66922 0.18777 6.63395 -0.034 -0.002 0.021 0.01
C -4.20288 -0.83676 5.82287 -0.063 -0.031 0.032 0.00
C -3.07644 -0.64843 5.03800 0.035 -0.040 -0.048 0.01
H -2.39214 2.56507 5.85543 0.013 0.011 -0.003 0.00
H -4.36648 2.21110 7.28086 -0.007 -0.001 -0.002 0.00
H -5.54858 0.03798 7.24691 0.000 -0.003 0.007 0.00
H -4.71821 -1.78889 5.80382 0.009 -0.005 -0.007 0.00
H -2.71057 -1.45049 4.41001 -0.003 -0.013 -0.013 0.00
O -1.56796 -2.88965 0.78668 -0.063 -0.110 -0.022 0.04
B -2.23433 -1.66557 0.68434 0.025 0.326 0.197 0.23
O -3.28389 -1.78759 -0.25549 -0.007 0.039 -0.034 0.05
C -3.24611 -3.08295 -0.70388 0.045 -0.214 -0.034 0.01
C -4.05637 -3.71053 -1.62435 0.026 0.085 0.044 0.00
C -3.78026 -5.04999 -1.89125 -0.031 -0.048 -0.042 0.00
C -2.73970 -5.71862 -1.25772 0.032 -0.021 0.016 0.00
C -1.92609 -5.07592 -0.32538 -0.041 0.113 0.004 0.00
C -2.20797 -3.75185 -0.07123 0.004 0.004 -0.001 0.01
H -4.86909 -3.18924 -2.11131 -0.001 0.015 0.011 0.00
H -4.39504 -5.58084 -2.60600 0.005 -0.008 0.000 0.00
H -2.55830 -6.75959 -1.48941 -0.004 -0.007 -0.002 0.00
H -1.11539 -5.57984 0.18182 0.002 -0.025 -0.004 0.00
N -3.15100 1.60196 -0.77104 0.189 -0.051 -0.054 0.04
C -3.00441 2.08423 0.49075 -0.259 0.076 -0.172 0.04
S -3.86155 1.42428 1.79735 -0.097 -0.065 0.033 0.11
N -2.23622 3.18239 0.69185 0.030 0.111 0.027 0.02
C -1.26057 3.74108 -0.16067 0.073 -0.028 0.056 0.00
C -0.07115 4.17519 0.42424 -0.073 -0.051 -0.003 0.00
C 0.92276 4.73495 -0.35607 0.044 0.004 0.028 0.00
C 0.75025 4.86021 -1.72785 0.005 0.007 -0.047 0.00
C -0.43970 4.44674 -2.30292 -0.014 -0.007 -0.027 0.00
C -1.45408 3.89962 -1.52768 -0.022 0.083 -0.098 0.00
H -3.56730 0.68206 -0.80330 -0.095 -0.046 0.031 0.00
H -2.36706 1.72794 -1.40057 -0.114 0.021 0.027 0.00
H -2.11490 3.36328 1.67893 0.015 0.067 0.026 0.00
H 0.06494 4.05553 1.49337 0.006 0.005 0.005 0.00
H 1.84251 5.06462 0.10922 0.004 0.005 -0.002 0.00
H 1.53193 5.28820 -2.34050 0.005 -0.001 0.005 0.00
H -0.59781 4.56243 -3.36722 0.010 0.012 -0.003 0.00
H -2.40038 3.64434 -1.98675 0.042 0.055 0.040 0.00
N 4.19133 -1.46174 -2.74640 0.146 0.199 0.062 0.00
C 5.52131 -1.38432 -3.10956 -0.059 -0.058 -0.011 0.00
C 6.31191 -2.16474 -3.94618 0.036 0.005 -0.013 0.00
C 7.63143 -1.78125 -4.08071 -0.020 -0.036 -0.020 0.00
C 8.14619 -0.66217 -3.40618 0.050 0.004 -0.013 0.00
C 7.35682 0.10434 -2.57674 -0.044 0.002 0.018 0.00
C 6.02070 -0.26795 -2.42635 -0.048 -0.027 -0.005 0.00
N 5.01984 0.30905 -1.66603 -0.038 0.020 0.026 0.00
C 3.96128 -0.42060 -1.87934 -0.002 -0.073 -0.060 0.00
C 2.65105 -0.16574 -1.26857 -0.075 -0.100 -0.109 0.00
C 2.55973 0.72571 -0.20690 -0.024 0.005 0.019 0.00
C 1.32291 0.95731 0.36332 0.135 0.027 -0.081 0.01
N 0.20628 0.37216 -0.06344 -0.324 -0.084 0.284 0.05
C 0.28934 -0.48405 -1.08034 0.152 0.076 -0.037 0.01
C 1.48225 -0.78189 -1.71575 -0.017 0.137 0.123 0.00
H 3.53976 -2.17505 -3.01493 -0.030 -0.033 0.010 0.00
H 5.91817 -3.02726 -4.46732 0.004 -0.006 -0.005 0.00
H 8.28679 -2.35597 -4.72150 0.000 -0.006 -0.003 0.00
H 9.18723 -0.40134 -3.54393 -0.003 -0.003 0.000 0.00
H 7.74762 0.96557 -2.05292 0.002 0.012 0.007 0.00
H 3.44589 1.22035 0.16152 0.035 -0.004 -0.002 0.00
H 1.21623 1.63826 1.19756 0.005 0.020 0.036 0.00
H -0.63750 -0.94866 -1.39691 0.004 -0.019 0.003 0.00
H 1.46529 -1.47189 -2.54783 0.066 -0.014 -0.027 0.00
```
Positions in Å, forces in eV/Å.